# 1
This record from the OMol25 dataset describes 12 unconnected molecules or ions with the total composition C39H111N15O12 at a distorted geometry. The level of theory is ωB97M-V/def2-TZVPD.

Computed properties:
LUMO level: 0.39 eV
highest occupied orbital energy: -8.404 eV
total charge: 0
energy above the lowest of the compared OMol25 structures with the same formula, charge and spin: 750.7 kJ/mol
orbital gap: 8.80 eV
F_max: 0.115 hartree/bohr
total energy: -3276.4635 hartree
SMILES: COC[C@H](C)N.COC[C@H](C)N.COC[C@H](C)N.COC[C@H](C)N.COC[C@H](C)N.COC[C@H](C)N.COC[C@H](C)N.COC[C@H](C)N.COC[C@H](C)N.NC(N)=O.NC(N)=O.NC(N)=O

Last columns: bonded neighbours and bond lengths (Å).
Geometry (Å):
1 C 21.9337 -22.1763 9.4849  C2 1.568, H7 1.090, H8 1.090, H9 1.090
2 C 20.5008 -22.1909 10.1223  C1 1.568, C3 1.516, N6 1.454, H10 1.090
3 C 20.4472 -21.5976 11.5158  C2 1.516, O4 1.380, H11 1.090, H12 1.090
4 O 19.2509 -21.9264 12.1192  C3 1.380, C5 1.486
5 C 18.8678 -21.1014 13.2946  O4 1.486, H13 1.090, H14 1.090, H15 1.090
6 N 19.4664 -21.7285 9.2115  C2 1.454, H16 1.010, H17 1.010
7 H 22.7387 -22.2629 10.2147  C1 1.090
8 H 22.0588 -21.1977 9.0215  C1 1.090
9 H 22.0420 -22.8942 8.6719  C1 1.090
10 H 20.1926 -23.1801 10.4609  C2 1.090
11 H 20.5992 -20.5291 11.3635  C3 1.090
12 H 21.2562 -22.0442 12.0939  C3 1.090
13 H 18.0877 -21.6785 13.7912  C5 1.090
14 H 18.3378 -20.2112 12.9559  C5 1.090
15 H 19.6628 -20.8294 13.9889  C5 1.090
16 H 19.7416 -20.7599 9.1334  N6 1.010
17 H 18.5453 -21.7514 9.6252  N6 1.010
18 C 11.9286 -24.1487 12.7651  C19 1.532, H24 1.090, H25 1.090, H26 1.090
19 C 12.3021 -23.9589 11.2920  C18 1.532, C20 1.555, N23 1.410, H27 1.090
20 C 12.5790 -22.4661 10.9556  C19 1.555, O21 1.400, H28 1.090, H29 1.090
21 O 12.7984 -22.2624 9.5883  C20 1.400, C22 1.398
22 C 12.4320 -20.9853 9.1542  O21 1.398, H30 1.090, H31 1.090, H32 1.090
23 N 13.4590 -24.7418 11.1012  C19 1.410, H33 1.010, H34 1.010
24 H 11.1523 -23.4887 13.1522  C18 1.090
25 H 12.7328 -24.0903 13.4986  C18 1.090
26 H 11.5489 -25.1495 12.9707  C18 1.090
27 H 11.5172 -24.3885 10.6696  C19 1.090
28 H 13.5583 -22.1511 11.3160  C20 1.090
29 H 11.8414 -21.8652 11.4874  C20 1.090
30 H 12.7699 -20.2306 9.8643  C22 1.090
31 H 11.3495 -20.9967 9.0269  C22 1.090
32 H 12.9722 -20.9236 8.2095  C22 1.090
33 H 14.2018 -24.2008 11.5203  N23 1.010
34 H 13.4426 -25.5382 11.7222  N23 1.010
35 C 12.3095 -17.9142 11.3824  C36 1.548, H41 1.090, H42 1.090, H43 1.090
36 C 13.7927 -17.5025 11.5448  C35 1.548, C37 1.537, N40 1.422, H44 1.090
37 C 14.8971 -18.3035 10.8364  C36 1.537, O38 1.427, H45 1.090, H46 1.090
38 O 14.9580 -19.6161 11.3941  C37 1.427, C39 1.404
39 C 15.7671 -20.5519 10.7298  O38 1.404, H47 1.090, H48 1.090, H49 1.090
40 N 13.7713 -16.0880 11.3983  C36 1.422, H50 1.010, H51 1.010
41 H 11.8873 -17.7258 10.3953  C35 1.090
42 H 11.5991 -17.3324 11.9697  C35 1.090
43 H 12.0347 -18.8939 11.7731  C35 1.090
44 H 13.9739 -17.6588 12.6082  C36 1.090
45 H 15.8480 -17.7892 10.9759  C37 1.090
46 H 14.6566 -18.3307 9.7736  C37 1.090
47 H 16.8156 -20.2544 10.7430  C39 1.090
48 H 15.4879 -20.6539 9.6811  C39 1.090
49 H 15.6360 -21.5686 11.1004  C39 1.090
50 H 13.1055 -15.7716 10.7078  N40 1.010
51 H 14.5902 -15.8736 10.8473  N40 1.010
52 C 19.5384 -17.4896 11.3780  C53 1.574, H58 1.090, H59 1.090, H60 1.090
53 C 19.4112 -16.1417 12.1803  C52 1.574, C54 1.546, N57 1.416, H61 1.090
54 C 18.9380 -16.2896 13.6450  C53 1.546, O55 1.490, H62 1.090, H63 1.090
55 O 17.4960 -16.6061 13.8473  C54 1.490, C56 1.389
56 C 16.5818 -15.7605 13.2321  O55 1.389, H64 1.090, H65 1.090, H66 1.090
57 N 20.6751 -15.5049 12.1313  C53 1.416, H67 1.010, H68 1.010
58 H 19.5295 -17.1896 10.3301  C52 1.090
59 H 18.6302 -18.0923 11.3821  C52 1.090
60 H 20.4220 -18.0930 11.5859  C52 1.090
61 H 18.6920 -15.4696 11.7122  C53 1.090
62 H 19.3112 -15.3727 14.1013  C54 1.090
63 H 19.4208 -17.1149 14.1682  C54 1.090
64 H 16.6833 -15.7816 12.1470  C56 1.090
65 H 16.8665 -14.7378 13.4793  C56 1.090
66 H 15.5511 -15.8416 13.5774  C56 1.090
67 H 21.4522 -16.1296 12.2929  N57 1.010
68 H 20.7161 -14.8444 12.8942  N57 1.010
69 C 10.3211 -15.3359 9.6557  C70 1.595, H75 1.090, H76 1.090, H77 1.090
70 C 11.3878 -14.6576 8.6823  C69 1.595, C71 1.510, N74 1.472, H78 1.090
71 C 11.6870 -13.2257 9.0560  C70 1.510, O72 1.395, H79 1.090, H80 1.090
72 O 12.5707 -12.8112 8.0594  C71 1.395, C73 1.425
73 C 13.1265 -11.5327 8.3535  O72 1.425, H81 1.090, H82 1.090, H83 1.090
74 N 12.5202 -15.5901 8.8102  C70 1.472, H84 1.010, H85 1.010
75 H 10.8089 -15.4251 10.6263  C69 1.090
76 H 10.0002 -16.3086 9.2828  C69 1.090
77 H 9.3479 -14.8836 9.8465  C69 1.090
78 H 11.1514 -14.7673 7.6239  C70 1.090
79 H 12.1943 -13.3399 10.0139  C71 1.090
80 H 10.7480 -12.6943 9.2113  C71 1.090
81 H 12.5008 -10.6446 8.2648  C73 1.090
82 H 13.9106 -11.2732 7.6422  C73 1.090
83 H 13.5414 -11.5200 9.3613  C73 1.090
84 H 13.2147 -15.0327 8.3337  N74 1.010
85 H 12.4419 -16.4066 8.2209  N74 1.010
86 C 9.0003 -20.7694 11.9843  C87 1.572, H92 1.090, H93 1.090, H94 1.090
87 C 8.0577 -22.0190 11.8340  C86 1.572, C88 1.615, N91 1.443, H95 1.090
88 C 6.4878 -21.6658 11.7007  C87 1.615, O89 1.423, H96 1.090, H97 1.090
89 O 6.0266 -20.7191 12.6581  C88 1.423, C90 1.405
90 C 4.6544 -20.4204 12.6257  O89 1.405, H98 1.090, H99 1.090, H100 1.090
91 N 8.5194 -22.6926 10.6441  C87 1.443, H101 1.010, H102 1.010
92 H 10.0274 -21.0470 11.7475  C86 1.090
93 H 8.9619 -20.3237 12.9782  C86 1.090
94 H 8.8959 -20.0485 11.1734  C86 1.090
95 H 8.2782 -22.6834 12.6695  C87 1.090
96 H 5.9752 -22.6277 11.6983  C88 1.090
97 H 6.2560 -21.2666 10.7132  C88 1.090
98 H 4.0452 -21.3061 12.8059  C90 1.090
99 H 4.4398 -19.9918 11.6468  C90 1.090
100 H 4.4173 -19.6021 13.3057  C90 1.090
101 H 8.2262 -23.6568 10.7108  N91 1.010
102 H 8.0735 -22.3910 9.7895  N91 1.010
103 C 17.2973 -16.0624 8.3058  C104 1.539, H109 1.090, H110 1.090, H111 1.090
104 C 18.4400 -16.1715 7.2814  C103 1.539, C105 1.490, N108 1.476, H112 1.090
105 C 19.6721 -15.4555 7.7176  C104 1.490, O106 1.416, H113 1.090, H114 1.090
106 O 19.4996 -14.0509 7.7739  C105 1.416, C107 1.426
107 C 20.5721 -13.2953 8.3333  O106 1.426, H115 1.090, H116 1.090, H117 1.090
108 N 18.5220 -17.6444 7.2414  C104 1.476, H118 1.010, H119 1.010
109 H 16.9110 -15.0558 8.4660  C103 1.090
110 H 17.6374 -16.4470 9.2672  C103 1.090
111 H 16.4025 -16.6315 8.0536  C103 1.090
112 H 18.1460 -15.7957 6.3014  C104 1.090
113 H 20.5476 -15.7065 7.1188  C105 1.090
114 H 19.7977 -15.7797 8.7507  C105 1.090
115 H 20.6570 -12.3491 7.7989  C107 1.090
116 H 21.5653 -13.6998 8.1384  C107 1.090
117 H 20.5656 -13.1651 9.4155  C107 1.090
118 H 17.7076 -17.8709 7.7941  N108 1.010
119 H 18.1565 -17.9788 6.3613  N108 1.010
120 C 17.6723 -10.5014 11.9239  C121 1.469, H126 1.090, H127 1.090, H128 1.090
121 C 18.0052 -11.3733 10.7889  C120 1.469, C122 1.552, N125 1.459, H129 1.090
122 C 17.8238 -12.9077 10.9380  C121 1.552, O123 1.463, H130 1.090, H131 1.090
123 O 16.4451 -13.1190 11.3786  C122 1.463, C124 1.403
124 C 15.4649 -13.2514 10.3832  O123 1.403, H132 1.090, H133 1.090, H134 1.090
125 N 17.3165 -10.7743 9.6506  C121 1.459, H135 1.010, H136 1.010
126 H 18.1637 -10.8459 12.8338  C120 1.090
127 H 16.5987 -10.4839 12.1114  C120 1.090
128 H 18.0830 -9.5409 11.6125  C120 1.090
129 H 19.0722 -11.3461 10.5675  C121 1.090
130 H 18.6246 -13.0928 11.6539  C122 1.090
131 H 18.1671 -13.4875 10.0813  C122 1.090
132 H 15.4521 -12.5073 9.5868  C124 1.090
133 H 14.5166 -13.2450 10.9206  C124 1.090
134 H 15.5351 -14.2309 9.9103  C124 1.090
135 H 17.4873 -9.7805 9.5921  N125 1.010
136 H 16.3533 -10.9283 9.9125  N125 1.010
137 C 12.7804 -17.5315 15.8035  C138 1.609, H143 1.090, H144 1.090, H145 1.090
138 C 12.4459 -18.2034 17.2267  C137 1.609, C139 1.562, N142 1.475, H146 1.090
139 C 13.7332 -18.4707 18.0697  C138 1.562, O140 1.405, H147 1.090, H148 1.090
140 O 13.4485 -19.2072 19.2324  C139 1.405, C141 1.357
141 C 14.5267 -19.6656 19.9172  O140 1.357, H149 1.090, H150 1.090, H151 1.090
142 N 11.4175 -17.3412 17.8376  C138 1.475, H152 1.010, H153 1.010
143 H 13.1526 -16.5070 15.8062  C137 1.090
144 H 11.8809 -17.5014 15.1886  C137 1.090
145 H 13.4814 -18.0923 15.1854  C137 1.090
146 H 12.0026 -19.1786 17.0255  C138 1.090
147 H 14.2587 -17.5717 18.3920  C139 1.090
148 H 14.4358 -18.9878 17.4161  C139 1.090
149 H 15.2752 -20.0090 19.2031  C141 1.090
150 H 14.2684 -20.5053 20.5623  C141 1.090
151 H 15.0293 -18.8892 20.4940  C141 1.090
152 H 11.1156 -17.9666 18.5710  N142 1.010
153 H 10.6210 -17.2520 17.2229  N142 1.010
154 C 16.8162 -24.5949 12.1973  O155 1.254, N156 1.287, N157 1.338
155 O 15.9153 -23.8560 12.6608  C154 1.254
156 N 16.6939 -25.8733 12.1174  C154 1.287, H158 1.010, H159 1.010
157 N 17.8977 -24.1084 11.5769  C154 1.338, H160 1.010, H161 1.010
158 H 15.8065 -26.2473 12.4218  N156 1.010
159 H 17.4457 -26.4915 11.8474  N156 1.010
160 H 18.0810 -23.1532 11.8490  N157 1.010
161 H 18.6206 -24.7446 11.2722  N157 1.010
162 C 11.8739 -14.0129 13.8281  O163 1.232, N164 1.308, N165 1.368
163 O 11.5306 -13.4618 14.8749  C162 1.232
164 N 12.9112 -13.6865 13.1007  C162 1.308, H166 1.010, H167 1.010
165 N 11.2902 -15.1667 13.3831  C162 1.368, H168 1.010, H169 1.010
166 H 13.5524 -12.9868 13.4463  N164 1.010
167 H 13.3270 -14.4098 12.5314  N164 1.010
168 H 11.7809 -15.7983 12.7663  N165 1.010
169 H 10.5187 -15.5407 13.9170  N165 1.010
170 C 11.1047 -21.6403 14.9779  O171 1.205, N172 1.282, N173 1.318
171 O 9.9489 -21.9540 15.1149  C170 1.205
172 N 11.5807 -21.0436 13.9485  C170 1.282, H174 1.010, H175 1.010
173 N 12.0933 -21.9772 15.7818  C170 1.318, H176 1.010, H177 1.010
174 H 12.5902 -21.0589 13.9215  N172 1.010
175 H 11.1044 -20.8041 13.0907  N172 1.010
176 H 11.7920 -22.1940 16.7211  N173 1.010
177 H 13.0093 -21.6214 15.5482  N173 1.010

Results of the Löwdin charge analysis, in e, for atoms 1 through 99: -0.031, -0.441, -0.250, -0.246, -0.012, 0.070, 0.071, 0.070, 0.074, 0.112, 0.116, 0.131, 0.087, 0.073, 0.091, 0.064, 0.054, -0.064, -0.411, -0.186, -0.179, -0.104, 0.033, 0.052, 0.078, 0.077, 0.134, 0.108, 0.080, 0.058, 0.091, 0.094, 0.026, 0.059, -0.043, -0.397, -0.165, -0.178, -0.103, 0.036, 0.063, 0.051, 0.063, 0.119, 0.108, 0.122, 0.071, 0.088, 0.077, 0.024, 0.048, -0.029, -0.444, -0.126, -0.177, -0.138, 0.037, 0.040, 0.061, 0.070, 0.097, 0.108, 0.123, 0.060, 0.085, 0.087, 0.076, 0.065, -0.042, -0.378, -0.213, -0.163, -0.100, 0.027, 0.042, 0.070, 0.071, 0.135, 0.115, 0.141, 0.088, 0.092, 0.068, 0.072, 0.090, -0.060, -0.361, -0.173, -0.193, -0.117, 0.025, 0.019, 0.076, 0.077, 0.133, 0.112, 0.109, 0.087, 0.080

# 2
This record from the OMol25 dataset describes 2 unconnected molecules or ions with the total composition CH7OS at a distorted geometry. The level of theory is ωB97M-V/def2-TZVPD.

Computed properties:
LUMO level: -4.52 eV
highest occupied orbital energy: -16.326 eV
total charge: +1
energy above the lowest of the compared OMol25 structures with the same formula, charge and spin: 76.1 kJ/mol
orbital gap: 11.81 eV
F_max: 0.048 hartree/bohr
total energy: -515.4015 hartree

Last columns: bonded neighbours and bond lengths (Å).
Geometry (Å):
1 O -1.3020 -1.3047 -1.8985  H3 0.967, H4 0.966
2 H -1.0833 0.6119 1.1268  S6 1.337
3 H -2.2209 -1.5406 -2.0841  O1 0.967
4 H -0.8012 -2.0310 -2.2916  O1 0.966
5 C 1.3777 0.9021 1.2345  S6 1.837, H7 1.080, H8 1.081, H9 1.088
6 S -0.1286 0.7252 0.1975  H2 1.337, C5 1.837, H10 1.393
7 H 1.8865 1.8103 0.9451  C5 1.080
8 H 1.9453 -0.0175 1.2653  C5 1.081
9 H 0.9681 1.0232 2.2348  C5 1.088
10 H -0.6417 -0.1789 -0.7297  S6 1.393

Charge distribution, natural (NBO) scheme, values in e: -0.951, 0.197, 0.511, 0.508, -0.658, 0.262, 0.276, 0.270, 0.271, 0.313

Copy entry 2 word for word.
This record from the OMol25 dataset describes 2 unconnected molecules or ions with the total composition CH7OS at a distorted geometry. The level of theory is ωB97M-V/def2-TZVPD.

Computed properties:
LUMO level: -4.52 eV
highest occupied orbital energy: -16.326 eV
total charge: +1
energy above the lowest of the compared OMol25 structures with the same formula, charge and spin: 76.1 kJ/mol
orbital gap: 11.81 eV
F_max: 0.048 hartree/bohr
total energy: -515.4015 hartree

Last columns: bonded neighbours and bond lengths (Å).
Geometry (Å):
1 O -1.3020 -1.3047 -1.8985  H3 0.967, H4 0.966
2 H -1.0833 0.6119 1.1268  S6 1.337
3 H -2.2209 -1.5406 -2.0841  O1 0.967
4 H -0.8012 -2.0310 -2.2916  O1 0.966
5 C 1.3777 0.9021 1.2345  S6 1.837, H7 1.080, H8 1.081, H9 1.088
6 S -0.1286 0.7252 0.1975  H2 1.337, C5 1.837, H10 1.393
7 H 1.8865 1.8103 0.9451  C5 1.080
8 H 1.9453 -0.0175 1.2653  C5 1.081
9 H 0.9681 1.0232 2.2348  C5 1.088
10 H -0.6417 -0.1789 -0.7297  S6 1.393

Charge distribution, natural (NBO) scheme, values in e: -0.951, 0.197, 0.511, 0.508, -0.658, 0.262, 0.276, 0.270, 0.271, 0.313